Computed, not measured: a cluster of 2 separate species, C3H4N2O in total at a distorted geometry, with ωB97M-V/def2-TZVPD.

Output
Gap between HOMO and LUMO ... 0.366 Ha
Total charge ... 0
Strongest force on any atom ... 2.0 eV Å⁻¹
Relative energy (zero: lowest compared OMol25 entry of this formula, charge and spin) ... 2.461 eV

Geometry as XYZ:
```
10
Properties=species:S:1:pos:R:3:forces:R:3
O 0.468 -0.503 1.640 0.2 0.0 -0.3
C 1.118 -0.659 0.587 0.0 -0.1 0.2
N 0.714 -0.057 -0.532 0.1 -0.4 0.3
C -0.445 0.783 -0.312 0.0 -0.1 0.8
C -1.711 0.087 -0.408 -0.9 -0.6 0.1
N -2.727 -0.454 -0.276 0.8 0.4 -0.4
H 2.012 -1.272 0.563 0.1 0.0 0.0
H 1.272 -0.089 -1.371 -0.2 0.0 0.1
H -0.283 0.489 1.109 -0.1 1.1 -1.7
H -0.406 1.655 -0.994 0.0 -0.2 1.0
```
Forces are in eV/Å.

***

Computed, not measured: a structure of composition C4H10N2O2 at a distorted geometry, with ωB97M-V/def2-TZVPD.

Output
Gap between HOMO and LUMO (alpha / beta) ... 0.306 / 0.306 Ha
Total charge ... 0
Strongest force on any atom ... 2.0 eV Å⁻¹
Relative energy (zero: lowest compared OMol25 entry of this formula, charge and spin) ... 5.575 eV

Geometry as XYZ:
```
18
Properties=species:S:1:pos:R:3:forces:R:3
C 0.337 -0.575 -1.342 1.2 1.1 1.1
C -1.394 1.606 -0.035 0.2 0.1 0.0
C -1.110 0.230 0.456 -0.4 -1.0 -0.8
C -0.527 -0.808 -0.247 -1.1 0.3 0.8
N 2.721 0.552 0.093 1.1 -0.2 -0.7
N -0.479 -2.055 0.483 0.1 0.0 -0.1
O 1.398 0.576 -0.290 -0.9 -0.1 -0.1
O -1.631 -0.028 1.667 0.0 0.1 -0.3
H -1.506 -0.995 1.789 0.1 0.1 0.0
H 3.149 1.444 -0.159 -0.1 -0.2 -0.2
H 2.820 0.487 1.106 -0.6 -0.2 -0.1
H 0.473 -2.255 0.777 -0.1 -0.1 0.0
H -0.810 -2.826 -0.086 0.1 0.0 0.1
H 0.073 0.192 -2.057 0.2 -0.1 0.0
H 0.895 -1.429 -1.716 0.1 0.2 0.0
H -0.772 1.876 -0.882 0.1 -0.1 0.0
H -1.193 2.314 0.769 -0.1 0.0 0.0
H -2.443 1.694 -0.328 0.0 -0.1 0.2
```
Forces are in eV/Å.

***

Computed, not measured: a cluster of 2 separate species, C9H14 in total at a distorted geometry, with ωB97M-V/def2-TZVPD.

Output
SMILES ... Cc1ccccc1.CC
Gap between HOMO and LUMO ... 0.366 Ha
Total charge ... 0
Strongest force on any atom ... 4.7 eV Å⁻¹
Relative energy (zero: lowest compared OMol25 entry of this formula, charge and spin) ... 1.842 eV

Geometry as XYZ:
```
23
Properties=species:S:1:pos:R:3:forces:R:3
C -2.163 0.740 -1.726 1.1 -1.9 -1.7
C -0.725 1.196 -1.617 -0.1 -1.4 -0.9
C -0.181 2.076 -2.531 1.1 0.1 0.6
C 1.238 2.299 -2.509 -2.9 2.1 -3.0
C 2.049 1.699 -1.633 1.6 -0.9 1.8
C 1.543 0.680 -0.855 -4.1 -1.0 -0.4
C 0.130 0.380 -0.878 1.9 0.6 0.6
H -2.121 -0.361 -2.199 -0.3 2.5 0.4
H -2.748 1.447 -2.358 0.0 -0.8 0.9
H -2.464 0.468 -0.742 -1.2 0.6 0.8
H -0.898 2.532 -3.229 0.8 0.1 0.1
H 1.582 2.951 -3.338 0.2 -0.2 1.0
H 3.088 1.951 -1.411 -0.1 0.1 -0.9
H 2.117 -0.056 -0.392 1.3 -0.6 1.1
H -0.319 -0.486 -0.331 0.7 0.8 -0.4
C -0.498 -1.616 2.999 1.2 2.3 2.0
C 0.345 -2.832 3.364 2.1 0.2 -0.2
H 0.057 -0.555 3.186 -0.3 -2.6 -1.2
H -0.791 -1.736 1.951 -0.8 0.6 0.6
H -1.184 -1.374 3.859 -0.7 -1.0 -1.6
H -0.055 -3.846 3.172 -0.3 0.8 0.0
H 0.671 -2.791 4.404 -0.2 -0.1 0.1
H 1.325 -2.768 2.812 -0.9 -0.3 0.3
```
Forces are in eV/Å.

***

Computed, not measured: the ion C3H12N3 with charge +1 at a distorted geometry, with ωB97M-V/def2-TZVPD.

Output
SMILES ... C[N+](C)(C)NN
Gap between HOMO and LUMO ... 0.396 Ha
Total charge ... +1
Strongest force on any atom ... 3.8 eV Å⁻¹
Relative energy (zero: lowest compared OMol25 entry of this formula, charge and spin) ... 4.329 eV

Geometry as XYZ:
```
18
Properties=species:S:1:pos:R:3:forces:R:3
C -1.354 -0.210 0.988 1.1 2.8 -0.9
N -0.134 0.065 0.097 -0.9 0.5 1.2
C 1.061 -0.300 0.788 2.2 -3.1 0.1
C -0.045 1.497 -0.281 -1.8 0.7 1.6
N -0.388 -0.763 -1.162 0.1 -1.0 0.3
N 0.526 -1.750 -1.330 1.4 -0.3 -1.5
H -1.131 -0.974 1.664 0.3 -0.9 1.1
H -1.625 0.769 1.409 0.1 -0.7 0.5
H -2.091 -0.481 0.308 -1.5 -0.6 -0.9
H 1.858 0.039 0.193 1.3 0.8 -0.5
H 1.229 -0.019 1.819 -0.8 0.6 0.1
H 1.274 -1.417 0.729 -0.9 1.3 0.4
H 0.448 1.728 -1.179 1.3 -0.5 -1.2
H -1.082 1.798 -0.486 0.3 0.4 0.5
H 0.445 2.048 0.550 -0.7 -0.2 -0.6
H -0.303 -0.069 -1.881 0.0 0.0 -0.6
H 1.331 -1.588 -2.038 -1.9 -0.8 2.2
H 0.361 -2.611 -0.770 0.3 0.9 -1.5
```
Forces are in eV/Å.

***

Computed, not measured: the ion C5H9N2S with charge +1 at a distorted geometry, with ωB97M-V/def2-TZVPD.

Output
SMILES ... [NH2+]=CNCCC=C=S
Gap between HOMO and LUMO ... 0.301 Ha
Total charge ... +1
Strongest force on any atom ... 4.0 eV Å⁻¹
Relative energy (zero: lowest compared OMol25 entry of this formula, charge and spin) ... 1.917 eV

Geometry as XYZ:
```
17
Properties=species:S:1:pos:R:3:forces:R:3
N 1.270 2.480 0.128 1.4 3.3 -1.7
C 0.659 1.466 0.617 -0.8 -1.0 1.2
N 1.040 0.227 0.387 1.8 2.0 -1.4
C 0.238 -0.904 0.733 -2.8 0.5 -1.3
C -0.191 -1.688 -0.500 1.9 -1.7 -1.3
C -1.591 -1.395 -0.994 1.9 0.2 0.5
C -2.149 -0.347 -0.514 -1.1 0.9 0.9
S -2.714 0.798 0.383 -0.3 0.3 -0.4
H 1.023 3.479 0.021 -0.9 -1.1 1.3
H 2.038 2.411 -0.505 0.7 -1.0 -0.4
H -0.141 1.691 1.338 0.1 -0.5 -0.6
H 1.902 0.150 -0.267 -2.1 -0.4 1.5
H -0.711 -0.562 1.224 1.3 -0.2 0.1
H 0.758 -1.545 1.314 1.7 -1.8 2.3
H -0.077 -2.843 -0.293 -0.3 2.3 -0.4
H 0.607 -1.420 -1.323 -1.6 -0.8 1.2
H -1.961 -1.998 -1.748 -0.9 -1.0 -1.4
```
Forces are in eV/Å.

***

Computed, not measured: a structure of composition C40H46HgN6O2Sb at a distorted geometry, with ωB97M-V/def2-TZVPD.

Output
Gap between HOMO and LUMO (alpha / beta) ... 0.167 / 0.234 Ha
Total charge ... -2
2S+1 ... 2
Strongest force on any atom ... 2.0 eV Å⁻¹
Relative energy (zero: lowest compared OMol25 entry of this formula, charge and spin) ... 0.000 eV

Geometry as XYZ:
```
96
Properties=species:S:1:pos:R:3:forces:R:3
Hg -0.902 1.040 -0.661 -0.8 -0.4 0.4
C -0.331 0.142 4.165 -0.1 0.1 0.2
C -1.534 0.745 4.511 0.1 -0.2 -0.1
C -2.546 0.801 3.574 0.0 -0.1 0.0
C -2.336 0.242 2.311 0.4 -0.1 0.5
N -1.182 -0.354 1.995 -0.4 0.2 0.2
C -0.215 -0.388 2.891 0.1 0.0 0.2
C -3.371 0.288 1.270 0.0 0.2 -0.5
C -4.699 0.083 1.641 0.0 0.0 0.1
C -5.710 0.140 0.703 -0.2 0.0 0.0
C -5.389 0.417 -0.616 -0.1 0.0 0.0
C -4.067 0.636 -0.977 0.3 0.0 -0.2
C -3.010 0.575 -0.062 0.4 0.1 0.0
H 0.488 0.100 4.867 0.1 0.0 0.0
H -1.675 1.158 5.500 0.0 0.1 0.1
H -3.479 1.301 3.799 0.0 0.0 0.0
H 0.694 -0.878 2.566 0.2 0.0 0.0
H -4.938 -0.140 2.674 0.0 0.0 0.1
H -6.739 -0.029 1.002 0.0 0.0 0.0
H -6.176 0.460 -1.363 0.0 0.0 0.0
H -3.844 0.849 -2.015 0.1 0.0 -0.1
N 8.791 3.610 2.946 -0.5 -0.2 -0.2
C 7.743 3.293 2.558 1.8 0.5 0.7
C 6.486 2.920 2.102 -1.5 -0.5 -0.6
C 5.505 2.409 2.980 0.5 0.2 -0.1
C 4.259 2.084 2.515 -0.2 -0.1 0.1
C 3.906 2.218 1.155 -0.1 -0.1 0.0
C 4.906 2.699 0.284 -0.2 0.0 -0.1
C 6.147 3.050 0.737 0.4 0.0 0.4
C 2.578 1.876 0.683 0.2 0.0 0.1
C 2.483 1.032 -0.457 0.1 -0.1 -0.1
C 3.567 0.417 -1.132 0.0 0.2 0.3
C 3.030 -0.304 -2.183 -0.1 -0.3 -0.4
C 1.650 -0.133 -2.104 0.0 -0.3 -0.3
N 1.313 0.648 -1.072 -0.3 0.1 0.0
C 1.471 2.428 1.394 -0.3 0.3 0.3
C 1.532 3.361 2.458 0.3 -0.1 -0.1
C 0.226 3.693 2.780 -0.4 0.3 0.2
C -0.578 2.984 1.892 -0.3 0.1 0.2
N 0.154 2.223 1.068 0.4 0.1 0.1
H 5.760 2.271 4.025 0.0 0.0 0.0
H 3.526 1.672 3.196 0.0 0.0 0.0
H 4.659 2.834 -0.759 0.0 0.0 0.0
H 6.890 3.442 0.053 0.0 0.0 0.0
H 4.606 0.470 -0.854 0.1 0.0 0.0
H 3.561 -0.887 -2.919 0.0 -0.1 0.0
H 0.888 -0.553 -2.743 -0.1 0.0 -0.1
H 2.421 3.770 2.906 0.1 0.0 0.0
H -0.118 4.358 3.556 0.0 0.1 0.0
H -1.659 2.998 1.824 0.0 -0.1 0.0
C 0.096 4.665 -3.421 0.1 -0.1 0.2
C -0.650 3.503 -2.820 0.2 0.9 1.0
N -0.935 3.481 -1.566 -0.1 0.1 0.1
O -0.477 4.592 -0.823 0.1 -0.1 -0.6
C -1.054 2.405 -3.657 -0.2 -0.6 -0.9
C -1.138 2.612 -5.153 -0.1 -0.3 0.3
N -1.283 1.235 -3.114 0.1 0.1 -0.5
O -1.623 0.241 -3.866 0.0 0.2 0.2
H 0.885 4.956 -2.728 0.0 0.0 0.0
H -0.562 5.527 -3.539 0.0 0.1 -0.1
H 0.533 4.402 -4.378 0.0 0.0 -0.1
H -0.457 4.250 0.088 0.0 -0.1 -0.1
H -1.621 3.557 -5.404 0.0 0.1 0.0
H -1.716 1.787 -5.569 0.0 0.0 0.0
H -0.147 2.588 -5.612 0.0 0.0 -0.1
C -2.599 -3.456 2.078 0.1 0.1 0.1
C -1.425 -4.032 1.304 0.2 0.4 -0.3
C -1.782 -5.430 0.834 0.2 0.1 -0.1
Sb -0.804 -2.538 -0.273 0.2 -1.2 -0.5
C -1.721 -3.637 -1.978 0.2 0.0 0.4
C -1.084 -3.179 -3.277 0.1 0.0 0.1
C -3.214 -3.348 -1.981 0.1 0.0 0.1
C 1.270 -3.323 -0.593 -0.5 0.0 0.1
C 1.425 -4.834 -0.658 -0.2 0.2 -0.1
C 2.175 -2.727 0.470 -0.1 0.1 -0.1
H -2.864 -4.096 2.926 0.0 -0.1 0.1
H -3.475 -3.380 1.434 -0.2 0.1 0.0
H -2.371 -2.462 2.449 -0.1 0.1 0.1
H -0.560 -4.091 1.972 0.1 0.0 0.0
H -2.658 -5.402 0.190 -0.1 -0.1 -0.1
H -2.024 -6.062 1.695 -0.1 -0.1 0.1
H -0.969 -5.902 0.291 0.0 -0.1 -0.1
H -1.560 -4.712 -1.843 0.1 0.0 0.1
H -1.280 -2.118 -3.438 0.1 0.2 -0.1
H -1.488 -3.733 -4.130 0.0 0.0 -0.1
H -0.005 -3.333 -3.256 0.1 0.0 -0.1
H -3.384 -2.284 -2.134 -0.1 0.2 0.0
H -3.671 -3.627 -1.032 -0.2 0.0 0.1
H -3.722 -3.894 -2.782 -0.1 0.0 -0.1
H 1.555 -2.894 -1.556 -0.1 0.1 0.0
H 1.243 -5.283 0.318 0.0 -0.1 0.1
H 2.442 -5.102 -0.964 0.1 0.0 0.0
H 0.737 -5.266 -1.382 -0.1 -0.2 0.0
H 1.870 -3.057 1.463 0.0 0.0 0.2
H 2.133 -1.642 0.431 0.1 0.2 0.1
H 3.213 -3.027 0.316 0.1 0.0 0.0
```
Forces are in eV/Å.